[1]
70
Properties=species:S:1:pos:R:3:forces:R:3 method="wB97M-V/def2-TZVPD" total_charge=-1 homo_lumo_gap_ha=0.255
C -2.04272 -1.33939 -0.12701 0.0 0.3 -1.2
C -0.88799 -0.23961 -0.59203 0.2 -1.5 1.7
Cl -1.78655 1.14927 -1.48683 0.7 -1.0 1.0
C -0.00403 0.33151 0.70672 -1.7 0.0 0.3
P 1.76476 0.85126 0.07929 -2.5 -0.2 -1.4
S 1.37241 3.00234 0.09885 -0.8 2.3 -1.0
C 2.52541 1.21317 1.79521 1.6 -0.8 2.6
C 3.93528 0.42872 2.10176 4.0 1.9 -1.1
O 5.16652 0.91591 1.91310 -7.1 -2.6 1.1
O 2.02471 -0.89366 0.07258 3.1 -0.5 -1.8
C 3.21870 -1.27915 -0.74935 2.0 1.4 0.4
C 3.32500 -0.00690 -1.81016 -1.7 -0.6 1.0
P 4.73398 -0.00647 -3.11454 0.3 0.5 1.5
P 3.68426 0.04699 -5.07385 -0.5 2.9 -3.7
O 4.64715 0.43952 -6.27486 -3.4 -2.0 4.2
O 2.46878 1.33098 -4.90960 1.8 -2.2 1.2
O 2.76557 -1.43105 -5.37176 0.7 2.6 2.3
O 3.22016 1.16789 -0.88296 0.4 -3.0 -2.0
H -1.62329 -2.05934 0.70186 -1.0 1.6 -1.7
H -3.03762 -0.79502 0.17625 2.1 -1.1 -0.3
H -2.30094 -1.95610 -1.11561 0.5 1.1 2.2
H -0.20238 -0.82558 -1.37130 -1.5 1.7 2.2
H -0.56762 1.26099 1.19425 1.1 -2.1 -1.1
H 0.03365 -0.55203 1.47284 -0.1 1.9 -1.4
H 1.07888 0.93499 -1.19651 0.5 -0.6 -0.1
H 0.77558 3.37999 -1.14153 0.7 -0.9 1.4
H 2.66297 2.36208 1.98888 0.0 -2.3 -0.5
H 1.74276 0.80838 2.59751 1.7 0.8 -1.7
H 3.85062 -0.69906 2.48057 0.1 2.2 -0.8
H 4.24572 -1.18515 -0.15325 -2.2 -0.2 -0.7
H 3.27585 -2.37139 -1.16493 -1.0 2.1 0.5
H 2.37888 -0.22953 -2.50203 1.4 1.1 1.5
H 5.51602 1.23565 -3.04800 -1.4 -0.5 -0.3
H 2.41467 1.62020 -3.94306 0.1 -0.7 -1.7
H 2.24060 -1.68260 -4.53162 1.0 0.7 -1.7
C -1.00269 1.16250 4.26817 0.0 0.1 0.0
Cl -2.03847 0.12030 3.28520 -0.2 0.1 0.3
Cl 0.42872 0.28976 4.82898 0.1 -0.1 0.3
H -0.68504 2.01759 3.66660 0.0 -0.9 0.4
H -1.56912 1.51130 5.13506 0.1 -0.2 -0.2
C -5.87495 -0.59576 5.08411 -0.2 0.1 0.1
Cl -5.89050 -0.44356 3.32290 -0.1 0.0 0.1
Cl -4.42579 -1.44432 5.63636 -0.1 0.0 0.2
H -5.89334 0.40270 5.52763 0.1 -0.2 -0.2
H -6.75788 -1.15637 5.40056 0.3 0.1 -0.1
C -1.11023 -0.48175 -4.97676 0.2 -0.2 -0.4
Cl -2.36839 0.75634 -4.87958 0.0 -0.1 -0.2
Cl -0.10510 -0.48258 -3.52252 0.2 -0.3 -1.0
H -1.58256 -1.46130 -5.08336 0.1 0.3 0.2
H -0.47894 -0.28002 -5.84553 -0.1 0.1 0.3
C -2.81048 4.68348 2.78915 0.1 0.3 0.1
Cl -4.20125 3.64238 3.11646 0.1 0.2 0.2
Cl -1.32443 3.73565 2.65361 -0.2 1.0 -0.6
H -2.97881 5.21736 1.85074 0.0 -0.3 0.2
H -2.70217 5.40001 3.60699 0.0 -0.3 -0.2
C 0.13303 -4.27980 2.36998 0.3 0.2 0.3
Cl -1.25636 -4.97699 1.52808 -0.1 -0.2 0.0
Cl 0.72482 -2.83833 1.53509 0.3 -0.6 0.3
H -0.16662 -4.00558 3.38437 0.0 0.0 -0.3
H 0.93401 -5.02198 2.40978 -0.2 0.2 -0.1
C 5.50166 -4.25304 -3.88596 0.4 -0.3 -0.6
Cl 4.22445 -4.81933 -2.80276 0.0 -0.1 0.0
Cl 5.33138 -2.52578 -4.22168 0.7 -1.5 0.1
H 6.47174 -4.43005 -3.41525 -0.3 0.1 0.0
H 5.44156 -4.80596 -4.82652 -0.1 0.1 0.3
C -7.40723 2.89960 0.93105 0.0 -0.2 -0.4
Cl -5.88094 2.00759 0.92613 -0.3 -0.1 -0.4
Cl -7.71610 3.62279 2.51431 -0.2 0.1 0.0
H -7.35813 3.69275 0.18108 0.1 -0.2 0.3
H -8.22161 2.21254 0.68870 0.2 0.1 0.2


[2]
107
Properties=species:S:1:pos:R:3:forces:R:3 method="wB97M-V/def2-TZVPD" smiles=CCSC[C@H](OCS)[C@](CCN)(COO)NCCF.CCO.CCO.CCO.CCO.CCO.CCO.CCO homo_lumo_gap_ha=0.315
C -1.08989 -6.23754 -0.37036 0.0 0.9 -0.3
C -0.61704 -5.06584 -1.25783 0.0 -0.3 0.7
S 1.18465 -4.98782 -1.45784 0.2 0.1 -0.3
C 1.73486 -3.74942 -0.24908 -0.7 0.1 0.1
C 0.97828 -2.39390 -0.26821 0.6 -0.8 -0.4
O 0.76122 -2.05301 -1.61970 -0.2 0.1 0.3
C -0.15229 -1.02485 -1.83458 0.0 0.3 -0.7
S -1.90074 -1.59385 -1.61672 -0.1 0.1 0.1
C 1.70959 -1.27532 0.52314 -0.7 0.6 0.3
C 2.59278 -0.32630 -0.31498 0.5 -0.4 0.0
C 3.61023 -0.91955 -1.31245 0.2 0.8 -0.4
N 3.16827 -0.73302 -2.70656 -0.2 -0.2 0.3
C 2.51905 -1.81615 1.71600 0.6 -0.3 -0.2
O 3.82561 -2.22628 1.28044 -0.1 -0.1 0.0
O 4.42063 -2.88928 2.41124 -0.1 0.3 0.2
N 0.63322 -0.40395 1.06923 0.2 -0.6 -0.3
C -0.13326 -0.91515 2.19705 -0.5 1.0 -0.2
C -1.54061 -0.30373 2.16266 0.4 -0.5 0.7
F -1.45940 1.04041 1.83482 -0.1 0.2 -0.1
H -2.15414 -6.38691 -0.55736 0.0 -0.3 0.1
H -0.97512 -5.93385 0.66981 0.1 -0.3 0.1
H -0.51945 -7.14041 -0.56565 -0.1 -0.1 0.0
H -1.06202 -5.10736 -2.24886 0.1 0.0 -0.1
H -0.94824 -4.14245 -0.78699 -0.1 0.1 -0.3
H 1.59965 -4.17692 0.74572 0.2 0.0 0.0
H 2.79934 -3.62178 -0.41673 0.0 -0.1 -0.1
H -0.00025 -2.59428 0.18081 0.0 0.3 0.2
H 0.00525 -0.14178 -1.22755 -0.1 -0.1 0.2
H -0.04280 -0.73097 -2.87411 0.1 -0.1 0.0
H -2.42072 -0.42320 -1.19611 0.2 -0.1 0.0
H 1.98619 0.38711 -0.87234 -0.2 -0.1 0.0
H 3.15406 0.26099 0.41962 0.0 0.0 0.0
H 3.85417 -1.95723 -1.11592 -0.2 -0.1 -0.1
H 4.54709 -0.36391 -1.17681 0.0 -0.2 0.3
H 3.65319 -1.36840 -3.32407 0.0 0.0 -0.1
H 3.38598 0.20807 -3.00477 0.1 0.0 -0.2
H 2.05364 -2.68907 2.17102 -0.2 0.1 0.2
H 2.65686 -1.02460 2.45640 -0.2 0.0 0.0
H 4.78799 -3.68734 2.01426 0.0 -0.1 -0.2
H 0.99745 0.51848 1.26078 0.0 0.0 0.1
H -0.27240 -1.99173 2.12468 0.2 -0.1 0.1
H 0.31621 -0.64193 3.15791 0.1 -0.3 0.1
H -2.19324 -0.83557 1.47599 0.1 0.2 -0.3
H -1.96799 -0.36574 3.16647 -0.2 0.0 -0.1
C -6.41887 -0.57183 1.61088 0.2 0.0 -0.1
C -5.17884 -0.91596 2.41325 0.0 0.0 -0.4
O -4.44993 -1.98526 1.80588 0.0 0.0 0.3
H -7.06135 -1.44728 1.51646 0.0 0.0 0.1
H -6.98459 0.22770 2.08059 -0.1 0.0 0.0
H -6.14330 -0.25782 0.59972 0.0 0.0 0.0
H -5.45096 -1.24763 3.41441 0.1 -0.1 0.0
H -4.52708 -0.04003 2.50989 -0.1 0.0 0.1
H -4.20113 -1.70064 0.92075 0.0 -0.1 -0.1
C 1.90871 0.89206 -6.07246 0.1 -0.1 0.0
C 2.65665 1.98527 -5.33332 0.1 -0.1 -0.2
O 4.02280 1.63527 -5.11077 -0.1 0.0 0.2
H 1.95451 -0.04207 -5.51130 0.0 0.0 0.1
H 0.86148 1.16243 -6.21836 0.0 0.0 0.0
H 2.35693 0.71187 -7.05308 0.0 0.1 0.0
H 2.21422 2.14515 -4.35065 0.1 0.0 0.0
H 2.60792 2.93037 -5.88648 -0.1 0.0 0.0
H 4.43552 1.49778 -5.96795 0.0 0.0 0.0
C 6.85329 -1.25910 4.90113 0.0 0.0 0.0
C 5.49985 -0.71901 5.32143 0.0 -0.2 -0.2
O 4.70772 -0.34671 4.20135 -0.1 0.2 0.1
H 7.38843 -0.51596 4.30957 0.0 0.0 0.0
H 7.45989 -1.52103 5.76961 0.0 0.0 0.0
H 6.73237 -2.14877 4.28045 0.0 0.0 0.0
H 5.62369 0.18133 5.92666 0.0 0.0 0.0
H 4.96242 -1.46508 5.92026 0.1 0.0 0.1
H 4.57525 -1.13440 3.66296 0.1 -0.1 -0.1
C -11.39644 -0.64485 1.97480 0.0 0.1 0.0
C -9.88261 -0.71759 1.90396 -0.1 0.0 0.2
O -9.26881 0.30261 2.69028 -0.1 0.0 -0.1
H -11.74582 0.33009 1.63401 0.0 0.0 0.0
H -11.85518 -1.41765 1.35640 0.0 0.0 0.0
H -11.74202 -0.77760 3.00277 0.0 -0.1 0.0
H -9.54451 -0.57180 0.87917 0.1 0.1 0.0
H -9.53215 -1.69932 2.24016 0.0 0.0 -0.1
H -9.55150 0.17806 3.60106 0.0 0.0 0.0
C -0.67684 3.50024 -4.59742 -0.1 0.1 -0.1
C -1.19154 2.30722 -3.82031 0.2 0.2 0.1
O -0.29992 1.97727 -2.75580 0.0 -0.1 0.0
H 0.32142 3.30277 -4.98170 0.0 0.0 -0.1
H -1.32358 3.73800 -5.44242 0.0 0.0 0.0
H -0.60703 4.38510 -3.95843 -0.1 0.0 0.0
H -1.23472 1.42753 -4.46198 0.0 -0.1 0.1
H -2.19714 2.48997 -3.42703 0.0 0.0 -0.1
H -0.25014 2.73468 -2.16499 0.0 0.0 0.0
C 2.96588 2.25419 7.41713 0.0 0.0 0.0
C 3.36038 1.14728 8.37773 0.1 0.0 -0.2
O 3.14662 -0.14179 7.81242 -0.1 0.0 0.1
H 1.91785 2.15352 7.13371 0.0 0.0 0.0
H 3.11485 3.23711 7.86741 0.0 0.0 0.0
H 3.55978 2.20050 6.50142 0.0 0.0 0.0
H 2.75509 1.19182 9.28203 0.0 -0.1 0.0
H 4.41183 1.25030 8.66985 0.0 0.1 0.1
H 3.68613 -0.19970 7.01835 -0.1 0.0 -0.1
C 0.18100 7.70176 -7.46514 -0.1 0.0 0.0
C 0.41199 6.52424 -6.53659 0.1 0.0 -0.2
O 0.23198 5.27751 -7.20427 -0.1 0.0 0.1
H -0.82347 7.66064 -7.88717 0.0 0.0 0.0
H 0.30046 8.64818 -6.93585 0.0 0.0 0.0
H 0.88885 7.68205 -8.29718 0.0 0.0 0.0
H -0.30587 6.53851 -5.71768 0.0 -0.1 0.0
H 1.41812 6.56725 -6.10561 0.0 0.1 0.1
H 0.86558 5.23663 -7.92642 0.0 0.0 0.0


[3]
65
Properties=species:S:1:pos:R:3:forces:R:3 method="wB97M-V/def2-TZVPD" de_lowest_kj_mol=762.4 homo_lumo_gap_ha=0.099
Cd 2.57840 -0.29706 0.70056 -0.2 -0.4 0.4
N 2.41920 -0.68506 3.27576 0.1 -0.5 -0.3
N 3.68740 -1.00026 3.82686 1.2 1.5 -0.2
C 4.84340 -0.59896 3.14966 -0.1 -1.1 0.1
N 5.97780 -0.48346 3.94076 -1.2 -0.5 -0.9
S 4.98280 -0.51346 1.45716 -0.1 0.5 1.1
H 1.94030 0.05764 3.78936 0.3 -0.1 -0.1
H 1.84140 -1.52496 3.31606 0.0 0.2 -0.2
H 3.76880 -0.85536 4.83136 -0.2 -0.1 -0.2
H 6.05530 -1.15666 4.69546 -0.1 0.3 0.2
H 6.82500 -0.43616 3.39036 0.0 0.1 0.0
N -5.14230 -0.47206 -6.35884 -0.2 0.0 -0.3
C -4.32430 -0.59606 -5.56304 -0.5 0.1 -0.5
C -3.33300 -0.73366 -4.56994 0.6 -0.1 0.7
C -2.64120 -1.93786 -4.42294 -0.1 0.1 -0.1
C -1.68410 -2.06316 -3.43834 -0.1 0.1 0.0
C -1.40890 -1.00326 -2.57864 0.2 0.0 0.2
C -2.10120 0.19504 -2.73484 0.0 -0.1 -0.2
C -3.05630 0.33784 -3.71824 -0.1 0.0 -0.1
C -0.42190 -1.12606 -1.46874 -0.4 -0.1 0.4
C 0.90280 -0.83396 -1.91434 -0.2 0.1 -0.5
C 1.20560 -0.61676 -3.27304 -0.3 0.0 0.3
C 2.58030 -0.41776 -3.38414 0.8 0.2 0.5
C 3.08670 -0.49466 -2.10734 1.2 0.4 -0.9
N 2.08270 -0.74486 -1.20734 -0.5 -0.2 0.1
C -1.03630 -1.51746 -0.25704 0.2 -0.4 -0.6
C -2.36810 -1.87006 -0.22104 0.0 -0.5 0.4
C -2.36190 -2.40826 2.20606 0.0 -0.1 -0.1
C -1.07380 -2.12346 2.22776 0.2 0.0 -0.2
N -0.30230 -0.03956 1.59866 0.3 -0.3 1.4
H -2.87180 -2.76356 -5.08024 0.0 -0.1 -0.1
H -1.14580 -2.99116 -3.31604 0.1 -0.1 0.0
H -1.87700 1.01324 -2.06574 0.0 0.0 0.1
H -3.59750 1.26684 -3.83474 0.0 0.0 0.0
H 0.51140 -0.62346 -4.09024 -0.1 0.0 -0.1
H 3.13780 -0.23436 -4.28504 0.1 0.0 -0.1
H 4.11920 -0.41746 -1.78054 -0.1 0.0 0.0
H -2.94910 -1.88016 -1.12734 0.0 0.1 0.0
H -2.84460 -2.86376 3.05836 0.0 0.0 0.2
H -0.44990 -2.30866 3.09246 0.0 0.0 0.1
C 1.87440 2.70804 2.48626 -0.4 -0.4 -0.6
Si 0.82810 2.60834 0.88526 0.2 1.1 -0.2
C 1.97340 2.82994 -0.61644 -0.4 -0.1 0.8
C -0.46240 4.00754 0.94826 0.5 -0.7 0.0
N 0.00000 1.06994 0.63946 0.2 0.3 -0.8
C -1.28090 0.75764 1.00426 0.0 0.5 0.0
C -2.54310 1.05414 0.77136 0.0 0.2 0.1
C -3.76860 0.39514 1.18606 -0.3 -0.1 0.2
C -4.06390 -0.89996 1.30886 -0.2 -0.1 0.0
C -3.18450 -2.09966 1.00526 0.2 0.2 -0.2
C -0.37670 -1.43266 1.09136 -0.8 -0.5 -0.4
F 0.93400 -2.00676 1.09076 0.1 0.4 0.1
H 2.25320 3.71784 2.60876 0.1 0.2 -0.1
H 2.74070 2.04734 2.45426 0.2 -0.1 0.0
H 1.28910 2.47724 3.37116 -0.2 -0.1 0.2
H 2.30020 3.86334 -0.66304 0.1 0.3 0.0
H 1.47220 2.59834 -1.55074 -0.2 -0.2 -0.1
H 2.86900 2.20764 -0.56514 0.1 -0.1 -0.1
H 0.03020 4.97324 0.99566 0.2 0.2 0.0
H -1.10850 3.92524 1.81646 -0.1 -0.1 0.2
H -1.08890 4.00854 0.06336 -0.1 0.0 -0.2
H -2.70520 1.94764 0.18166 0.2 0.1 -0.1
H -4.58540 1.09404 1.32606 -0.1 0.0 0.1
H -5.08300 -1.15106 1.57646 -0.2 0.1 0.1
H -3.86830 -2.93846 0.82556 0.0 0.0 0.1


[4]
79
Properties=species:S:1:pos:R:3:forces:R:3 method="wB97M-V/def2-TZVPD" multiplicity=3 de_lowest_kj_mol=0.0 total_charge=+3 homo_lumo_gap_ha="0.273 / 0.198" s2=2.04
Au 0.04385 2.74371 0.04962 -0.2 -0.6 0.4
O 2.59204 2.72097 0.03898 0.2 0.2 0.0
C 3.14390 3.18898 1.27332 -0.2 -0.1 -0.2
C 2.18404 2.88963 2.39576 -0.2 -0.1 -0.1
C 2.63820 2.96193 3.70044 0.1 0.0 0.2
C 1.75202 2.74906 4.73909 0.0 0.0 0.1
C 0.42770 2.44558 4.44767 0.0 0.0 0.1
C 0.04524 2.37039 3.12948 0.1 0.0 -0.3
N 0.90700 2.59241 2.11292 0.3 0.2 0.0
H 3.13301 3.04662 -0.69110 0.0 -0.1 0.0
H 3.32233 4.26542 1.23119 0.0 0.1 0.0
H 4.09552 2.69885 1.46738 0.1 -0.1 0.0
H 3.67965 3.19024 3.89530 0.0 0.0 0.0
H 2.08858 2.81424 5.76702 0.0 0.0 -0.1
H -0.29831 2.27462 5.23076 0.0 0.0 0.0
H -0.97381 2.11961 2.85672 0.1 0.1 0.0
C -4.46659 -0.26100 -1.85400 0.0 0.0 0.0
C -5.00198 0.85849 -1.22343 0.0 0.0 0.0
C -4.18386 1.91510 -0.87188 0.1 0.2 0.2
C -2.81647 1.82460 -1.12667 0.0 0.1 0.0
C -2.27348 0.70801 -1.74307 0.2 0.0 -0.1
C -3.10506 -0.33189 -2.12134 0.0 -0.1 0.0
N -1.93408 2.92015 -0.83734 0.0 -0.7 -0.2
N -2.43393 4.04241 -0.82055 0.0 0.5 0.0
C -1.54735 5.11257 -0.58046 0.2 0.0 0.0
C -2.03027 6.38867 -0.72000 -0.2 0.3 -0.1
C -1.14025 7.45333 -0.59585 -0.1 0.1 0.0
C 0.19227 7.19185 -0.34688 0.1 0.0 0.0
C 0.60329 5.87451 -0.19200 0.0 -0.1 0.1
N -0.25272 4.86176 -0.29963 -0.2 -0.1 0.1
H -5.11827 -1.07410 -2.15178 0.0 0.1 0.0
H -6.06329 0.91012 -1.01762 0.0 0.0 0.0
H -4.58392 2.80085 -0.39661 0.0 0.0 0.0
H -1.21916 0.69787 -1.98283 0.0 0.0 0.0
H -2.70236 -1.18878 -2.65164 0.0 0.1 0.0
H -3.07995 6.53076 -0.93991 0.0 0.0 0.0
H -1.49066 8.47219 -0.70287 0.0 0.0 0.0
H 0.91922 7.98923 -0.26596 0.0 0.0 0.0
H 1.63587 5.63177 0.02793 -0.1 0.0 0.0
C 3.42876 -4.92620 -2.32663 0.0 0.1 0.0
C 3.25731 -3.76121 -1.34734 0.0 -0.1 -0.2
C 3.11659 -2.39786 -2.03377 -0.1 -0.2 0.1
C 1.76956 -2.20147 -2.72479 0.1 0.0 0.1
N 0.62440 -2.28978 -1.77972 0.0 -0.3 -0.2
C 0.29362 -1.40362 -0.80472 0.0 0.5 0.4
Se 1.16746 0.17933 -0.49405 0.0 0.1 -0.3
N -0.76481 -1.89044 -0.10354 -0.3 0.0 0.0
C -1.38516 -1.27536 1.09275 0.2 -0.2 0.0
C -0.49300 -1.23658 2.33042 0.1 -0.1 -0.1
C -0.06004 -2.59033 2.89633 0.0 -0.1 -0.1
C 0.96520 -3.35714 2.05434 0.0 0.0 0.0
C -1.13782 -3.08117 -0.65195 0.0 0.1 0.2
C -2.14100 -3.99119 -0.29529 -0.1 0.0 0.0
C -2.23469 -5.11592 -1.06745 0.0 -0.1 0.0
C -1.36025 -5.35576 -2.17568 -0.1 -0.1 0.0
C -0.37188 -4.48114 -2.52484 0.0 0.0 -0.1
C -0.25658 -3.32981 -1.73171 0.2 0.1 -0.1
H 3.66398 -5.84915 -1.79829 0.0 0.0 0.0
H 4.24281 -4.72846 -3.02615 0.0 0.0 0.0
H 2.52688 -5.11626 -2.91627 0.1 0.0 0.0
H 4.11982 -3.71864 -0.68433 0.1 0.0 0.0
H 2.39227 -3.94565 -0.69745 0.1 0.0 0.0
H 3.87436 -2.29462 -2.81371 0.0 0.0 0.0
H 3.28988 -1.59218 -1.32009 0.0 0.0 0.0
H 1.61674 -2.99104 -3.45456 -0.1 0.0 0.0
H 1.70455 -1.25357 -3.25079 0.0 0.1 0.0
H -2.27023 -1.86849 1.30572 -0.1 0.0 -0.1
H -1.71912 -0.27898 0.81476 0.0 0.1 -0.1
H -1.07740 -0.70085 3.08324 0.0 0.0 0.0
H 0.39312 -0.62543 2.13304 0.0 0.0 0.0
H -0.94424 -3.21208 3.07375 0.0 0.0 0.0
H 0.37358 -2.40400 3.87940 0.0 0.0 0.0
H 0.54014 -3.77275 1.13586 0.1 0.0 0.1
H 1.36114 -4.20138 2.61981 0.0 0.0 0.0
H 1.81631 -2.72025 1.78668 -0.1 0.0 0.0
H -2.80675 -3.82798 0.54179 0.0 0.0 -0.1
H -2.99583 -5.85096 -0.83699 0.0 0.0 0.0
H -1.48579 -6.26402 -2.75148 0.0 0.0 0.0
H 0.27810 -4.67834 -3.36648 0.0 0.0 0.1


no.,calculated total energy (eV)
1,-253840.668
2,-74849.116
3,-63835.195
4,-113801.191